Computed, not measured: an isolated ion of composition C5H13N2 and charge +1 at a distorted geometry, with ωB97M-V/def2-TZVPD.

Structure (XYZ):
```
20
Properties=species:S:1:pos:R:3:forces:R:3
C 2.317 -0.913 0.532 -0.3 -0.2 -0.3
C 1.225 -0.866 -0.227 -0.5 0.2 0.6
N 1.175 -0.564 -1.608 0.5 0.8 0.5
C -0.153 -0.865 0.419 0.4 -1.8 -0.4
C -0.769 0.505 0.628 1.0 1.1 0.2
C -2.273 0.540 0.668 -0.1 -0.5 0.0
N -0.199 1.450 -0.458 -0.6 -0.7 -1.0
H 2.174 -1.090 1.588 0.2 0.1 0.1
H 3.324 -0.838 0.149 0.0 0.0 -0.1
H 2.090 -0.466 -2.012 0.2 -0.2 -0.4
H 0.579 -1.168 -2.130 -0.3 -0.5 -0.5
H 0.025 -1.448 1.325 -0.5 0.7 0.5
H -0.863 -1.522 -0.100 0.2 0.2 -0.5
H -0.387 0.875 1.579 0.1 0.3 -0.1
H -2.774 0.315 -0.274 0.3 -0.3 -0.2
H -2.693 1.488 0.987 0.2 0.1 0.4
H -2.493 -0.266 1.372 -0.6 0.3 0.0
H 0.158 2.370 -0.187 -0.1 -0.4 0.2
H 0.469 0.884 -1.093 0.2 0.3 0.6
H -0.933 1.577 -1.158 -0.3 0.5 0.3
```
Positions in Å, forces in eV/Å.

Output
highest occupied orbital energy	-13.1595	eV
DFT total energy	-8369.3517	eV
Kohn-Sham gap	10.10	eV
2S+1	1
total charge	+1
energy above the lowest of the compared OMol25 structures with the same formula, charge and spin	140.7	kJ/mol
SMILES string	C=C(N)C[C@H](C)[NH3+]


Computed, not measured: C13H24AlBrCsF2KLiN3O15PS2 as an isolated structure at a distorted geometry, with ωB97M-V/def2-TZVPD.

Structure (XYZ):
```
65
Properties=species:S:1:pos:R:3:forces:R:3
O -2.172 0.067 4.462 0.0 0.1 -0.1
P -2.855 -1.163 4.081 1.0 1.2 1.3
O -4.267 -1.321 4.808 0.5 -0.9 -1.2
O -1.950 -2.415 4.538 -0.8 -0.4 -0.6
N -3.065 -1.256 2.359 -0.4 0.3 1.7
C -1.731 -1.545 1.754 0.5 -1.0 -0.1
C -1.756 -1.811 0.234 -0.2 1.1 0.2
C -0.643 -1.023 -0.485 -0.3 -0.2 0.5
N 0.492 -1.852 -0.970 -1.1 -0.2 2.1
C 1.551 -2.032 0.037 1.4 0.6 -0.5
C 2.303 -0.669 0.466 -0.8 1.1 -1.3
C 2.339 0.654 -0.289 -0.8 -2.7 -0.2
C 3.029 1.716 0.202 0.4 0.7 0.2
C 3.709 1.664 1.433 -0.3 -0.5 -0.3
C 3.668 0.504 2.159 -0.2 -1.4 0.5
C 2.973 -0.678 1.666 0.2 1.1 -0.1
O 2.973 -1.899 2.415 -1.0 1.4 -3.9
S -3.600 0.267 1.813 0.3 1.1 -2.7
O -2.502 1.146 1.611 0.2 -0.2 0.9
O -4.427 0.076 0.679 -0.5 -0.6 0.6
F -4.488 0.814 2.961 0.3 -0.6 0.1
H -4.755 -2.020 4.338 -0.5 0.2 0.4
H -2.385 -2.919 5.240 0.1 -0.1 -0.1
H -1.046 -0.745 2.055 -0.1 0.0 -0.3
H -1.377 -2.462 2.237 -0.2 0.2 0.1
H -2.710 -1.432 -0.155 0.1 -0.2 -0.1
H -1.745 -2.880 0.004 0.1 0.1 0.1
H -1.107 -0.572 -1.386 0.5 -0.2 1.2
H -0.346 -0.181 0.148 0.4 -0.1 -0.2
H 0.085 -2.775 -1.113 0.1 0.0 -0.4
H 2.362 -2.717 -0.430 -1.1 0.8 0.9
H 1.204 -2.570 0.925 0.0 0.2 0.0
H 1.782 0.811 -1.282 0.0 -0.2 2.3
H 3.072 2.648 -0.355 -0.1 -0.1 0.0
H 4.246 2.532 1.800 -0.1 -0.1 0.0
H 4.194 0.535 3.131 -0.4 -0.4 -0.6
H 2.074 -2.133 2.712 -0.1 0.4 -1.2
O 0.514 0.289 -3.305 1.1 -0.8 0.5
S -0.137 1.649 -3.267 -0.2 4.4 -1.0
O -1.594 1.465 -2.987 0.6 -1.4 0.2
O 0.052 2.305 -4.535 0.3 -0.4 -0.1
O 0.499 2.437 -2.188 1.0 -1.1 0.3
Li 2.533 1.378 -2.896 -1.2 1.5 -0.5
K 2.244 -1.182 -2.325 1.3 -1.0 -2.4
Al -1.607 -0.539 -3.178 -1.9 -1.2 -2.0
O 4.595 4.236 -1.570 -0.1 -0.1 0.1
H 4.005 4.987 -1.441 0.0 0.0 -0.1
H 5.465 4.634 -1.675 0.0 -0.1 0.0
C -4.643 -3.022 -5.963 -0.5 0.3 -0.1
C -3.427 -3.465 -5.139 -0.4 -0.1 -0.4
O -2.872 -2.561 -4.437 0.6 0.5 0.5
O -3.101 -4.655 -5.231 0.2 0.1 0.2
H -4.852 -1.960 -5.818 0.0 0.0 0.0
H -4.466 -3.190 -7.057 -1.3 0.7 2.5
H -5.520 -3.596 -5.659 0.0 -0.1 0.0
C 3.043 6.139 3.906 0.1 0.2 -0.1
N 3.696 4.828 3.642 0.0 0.2 0.0
O 4.636 4.805 2.872 -0.1 -0.1 0.0
O 3.243 3.859 4.214 0.0 -0.1 0.0
H 3.553 6.901 3.329 0.1 -0.1 0.0
H 2.003 6.051 3.605 0.0 -0.1 0.1
H 3.125 6.336 4.971 -0.1 -0.1 0.0
F -4.464 -4.873 -8.111 0.6 0.4 -0.3
Br -3.175 -3.657 -8.335 1.2 -1.3 -2.1
Cs 3.481 -2.143 4.608 1.7 -0.7 5.7
```
Positions in Å, forces in eV/Å.

Output
highest occupied orbital energy	-7.8950	eV
DFT total energy	-179152.4872	eV
Kohn-Sham gap	3.69	eV
2S+1	1
total charge	+1


Computed, not measured: one molecule with the formula C4H9F3N2 at a distorted geometry, with ωB97M-V/def2-TZVPD.

Structure (XYZ):
```
18
Properties=species:S:1:pos:R:3:forces:R:3
C 0.007 0.224 1.640 -1.9 1.3 -2.7
N 0.615 0.429 0.358 0.7 -0.2 -1.5
C 0.866 1.781 -0.006 -0.3 0.1 0.7
N 0.224 -0.336 -0.763 -3.9 0.6 1.4
C 0.656 -1.695 -0.579 0.2 -2.6 -2.6
C -1.503 -0.342 -0.975 5.9 1.0 -1.6
F -2.182 -0.891 -0.010 -0.9 -0.4 -0.1
F -1.818 0.938 -1.166 -0.6 -0.3 0.6
F -1.599 -0.960 -2.167 -1.0 -0.3 0.9
H -1.088 0.275 1.512 0.2 0.3 0.8
H 0.276 -0.700 1.947 0.7 -3.0 1.6
H 0.393 0.995 2.226 0.3 1.0 1.5
H 0.264 2.491 0.483 -1.6 0.8 0.8
H 1.809 2.129 0.294 2.0 0.1 0.1
H 0.700 1.921 -1.022 0.1 0.2 -1.9
H -0.219 -2.449 -0.590 1.4 1.1 0.0
H 1.361 -1.947 -1.499 -1.4 0.2 1.9
H 1.239 -1.862 0.317 0.0 0.2 0.2
```
Positions in Å, forces in eV/Å.

Output
highest occupied orbital energy	-8.3759	eV
DFT total energy	-15423.9049	eV
Kohn-Sham gap	9.36	eV
2S+1	1
total charge	0
energy above the lowest of the compared OMol25 structures with the same formula, charge and spin	184.3	kJ/mol
SMILES string	CN(C)N(C)C(F)(F)F


Computed, not measured: C8H14BF4LiO4 as an isolated structure at a distorted geometry, with ωB97M-V/def2-TZVPD.

Structure (XYZ):
```
32
Properties=species:S:1:pos:R:3:forces:R:3
Li -0.292 0.799 1.350 0.0 1.0 0.0
B -0.348 4.168 1.523 -0.7 1.8 0.9
F -1.658 4.419 1.922 -1.0 -0.3 -0.2
F 0.454 4.684 2.516 1.1 0.4 0.2
F -0.147 2.774 1.561 0.3 -2.1 -0.8
F -0.135 4.767 0.286 0.4 -0.7 -0.2
C -1.779 0.807 -1.719 1.2 2.0 -3.2
O -0.556 0.827 -0.998 -0.1 -0.1 1.0
H -2.198 -0.131 -1.910 -0.7 -1.9 1.0
H -1.516 1.003 -2.772 0.2 0.2 0.0
H -2.534 1.597 -1.625 0.3 -0.1 1.4
H 0.178 1.197 -1.525 -0.9 -0.2 0.4
C -2.446 -0.497 1.377 -0.4 -6.1 2.6
O -2.046 0.387 2.309 -0.3 2.7 1.7
H -3.253 -1.192 1.736 0.4 0.5 0.2
H -1.702 -1.258 1.086 0.5 0.7 0.3
H -2.824 -0.164 0.548 -1.9 2.7 -4.8
H -2.829 0.981 2.521 1.8 -0.7 -0.2
C 1.303 -2.629 0.404 2.1 2.5 -5.4
C 1.568 -3.056 -0.987 0.2 0.3 1.6
C 2.254 -2.186 -1.870 -2.0 -1.3 0.8
C 2.597 -0.947 -1.388 -0.2 1.9 -0.4
C 2.211 -0.374 -0.140 1.1 -1.9 -0.2
C 1.570 -1.262 0.765 0.2 -2.5 -2.7
O 1.019 -0.842 1.897 0.0 4.1 0.2
O 2.552 -2.519 -3.179 1.9 0.6 1.1
H 0.869 -3.324 1.009 -1.3 -1.5 1.9
H 1.263 -4.070 -1.370 0.4 1.1 0.7
H 3.038 -0.313 -2.171 0.2 0.0 0.7
H 2.679 0.597 0.116 -1.0 -0.6 0.1
H 0.815 -1.474 2.529 -0.5 -2.1 1.6
H 1.895 -2.772 -3.803 -1.3 -0.3 0.0
```
Positions in Å, forces in eV/Å.

Output
highest occupied orbital energy	-9.4232	eV
DFT total energy	-28469.3927	eV
Kohn-Sham gap	9.20	eV
2S+1	1
total charge	0
energy above the lowest of the compared OMol25 structures with the same formula, charge and spin	0.0	kJ/mol


Computed, not measured: one molecule with the formula C5H10O2 at a distorted geometry, with ωB97M-V/def2-TZVPD.

Structure (XYZ):
```
17
Properties=species:S:1:pos:R:3:forces:R:3
O 0.613 -2.783 1.921 0.1 -0.3 0.1
C 0.676 -1.658 1.503 -0.4 -0.1 0.2
C -0.566 -0.837 1.241 0.2 -0.2 -0.3
C -0.816 -0.754 -0.267 0.1 0.3 -1.0
C 0.141 0.132 -1.090 0.1 0.0 0.2
C 0.069 1.625 -0.840 -1.3 0.1 0.5
O 1.326 2.240 -0.989 0.3 -0.1 0.1
H 1.670 -1.239 1.276 0.0 0.3 -0.1
H -0.472 0.147 1.703 0.0 0.1 -0.1
H -1.419 -1.358 1.671 0.1 0.0 0.3
H -1.860 -0.491 -0.458 0.0 0.2 0.1
H -0.702 -1.732 -0.744 -0.1 -0.2 0.4
H -0.078 -0.030 -2.146 0.3 -0.3 0.0
H 1.156 -0.203 -0.864 0.1 0.1 -0.3
H -0.379 1.769 0.161 0.5 0.2 0.0
H -0.666 2.073 -1.524 0.1 0.0 -0.1
H 1.307 3.097 -0.554 0.0 0.0 -0.1
```
Positions in Å, forces in eV/Å.

Output
highest occupied orbital energy	-9.7647	eV
DFT total energy	-9441.3018	eV
Kohn-Sham gap	10.55	eV
2S+1	1
total charge	0
energy above the lowest of the compared OMol25 structures with the same formula, charge and spin	168.0	kJ/mol
SMILES string	O=CCCCCO